# C6H16N2

A single C6H16N2 molecule in a non-equilibrium geometry (ωB97M-V with the def2-TZVPD basis set, OMol25).

CARTESIAN COORDINATES (ANGSTROEM)
C 2.307 -1.141 2.677
C 1.893 -0.045 1.719
C 1.940 -0.354 0.263
C 0.615 -0.812 -0.369
N -0.147 0.288 -0.915
C -1.588 0.026 -1.077
C -2.306 0.880 -2.113
N -3.463 1.550 -1.477
H 2.289 -0.842 3.726
H 1.695 -2.045 2.615
H 3.331 -1.461 2.468
H 2.511 0.831 1.968
H 0.890 0.309 1.977
H 2.696 -1.104 0.000
H 2.250 0.515 -0.328
H 0.015 -1.482 0.267
H 0.883 -1.441 -1.224
H -0.125 1.203 -0.517
H -2.127 0.175 -0.131
H -1.735 -1.055 -1.176
H -1.670 1.664 -2.536
H -2.718 0.305 -2.940
H -4.144 1.844 -2.166
H -3.292 2.192 -0.712

net charge: 0
SMILES: CCCCNCCN
HOMO level: -8.4 eV
E_LUMO: 0.043 hartree